[1]
Below is C55H47BrNO3P2RbS as an isolated structure, with properties calculated with wB97M-V/def2-TZVPD.

```
! wB97M-V def2-TZVPD RIJCOSX def2/J DEFGRID3
* xyz -2 1
Rb -0.27284 0.21327 -0.38017
C -1.79221 -3.33478 1.74082
C -3.17384 -3.60358 1.24310
C -4.07291 -4.30730 2.02701
C -5.35183 -4.59174 1.57867
C -5.73820 -4.17465 0.31622
C -4.84703 -3.46859 -0.47440
C -3.56813 -3.16547 -0.02410
P -2.28673 -2.28495 -1.00002
C -3.25630 -1.42556 -2.30325
C -4.31279 -0.62605 -1.86392
C -5.04351 0.15850 -2.73492
C -4.70992 0.17140 -4.07914
C -3.63074 -0.57561 -4.51493
C -2.88085 -1.36653 -3.64991
C -1.68330 -2.08023 -4.19723
C -1.44186 -3.67763 -1.77846
C -2.16448 -4.73199 -2.32061
C -1.57091 -5.75546 -3.03085
C -0.17306 -5.70695 -3.18867
C 0.57102 -4.70332 -2.65273
C -0.00262 -3.62374 -1.89813
C 0.80140 -2.62599 -1.40166
H -1.65795 -3.73891 2.74182
H -1.59621 -2.25942 1.77544
H -1.04833 -3.77626 1.07909
H -3.76193 -4.63178 3.01193
H -6.03905 -5.13776 2.21111
H -6.72699 -4.39829 -0.05717
H -5.15590 -3.15078 -1.46011
H -4.54932 -0.59756 -0.81009
H -5.84997 0.77044 -2.35773
H -5.26593 0.78072 -4.77859
H -3.34090 -0.53832 -5.55912
H -1.44028 -1.67769 -5.18103
H -1.85722 -3.15222 -4.29082
H -0.80793 -1.96477 -3.55234
H -3.24578 -4.73861 -2.19278
H -2.15611 -6.56585 -3.44124
H 0.32976 -6.49063 -3.74763
H 1.64500 -4.69690 -2.79466
H 1.87232 -2.67203 -1.51790
H 0.39627 -1.86733 -0.75112
Br -0.28038 -0.02007 3.04246
C -2.14333 0.25459 3.43220
C -2.56273 -0.12931 4.67030
C -3.90687 0.08032 5.02922
C -4.75715 0.67481 4.14966
C -4.31730 1.07792 2.86779
C -5.19957 1.71804 1.96934
C -4.75257 2.09611 0.73555
C -3.42493 1.81991 0.34624
C -2.48769 1.18752 1.14668
C -2.97474 0.85489 2.45172
H -1.87277 -0.57681 5.36741
H -4.24940 -0.22579 6.00880
H -5.79025 0.85086 4.42178
H -6.22177 1.90555 2.28146
H -5.42949 2.59875 0.04553
H -3.16405 2.09992 -0.67956
C 4.49795 4.68284 1.14604
C 3.66016 4.52849 0.05346
C 3.25564 3.26753 -0.33804
C 3.70963 2.12436 0.32121
C 4.53548 2.28855 1.42706
C 4.92187 3.55603 1.83353
P 3.04666 0.51770 -0.25495
C 3.82159 -0.72340 0.84168
C 2.97857 -1.55633 1.56739
C 3.49483 -2.52402 2.41590
C 4.86521 -2.67440 2.53566
C 5.71995 -1.86319 1.79873
C 5.20252 -0.89900 0.95671
C 3.97188 0.16643 -1.80617
C 4.37752 -1.13332 -2.09340
C 4.95945 -1.44318 -3.30925
C 5.14926 -0.45793 -4.26481
C 4.74275 0.83880 -3.99218
C 4.15342 1.14560 -2.77904
H 4.73730 5.67630 1.48623
H 3.26642 5.40450 -0.44148
H 2.50952 3.17832 -1.12172
H 4.85990 1.43254 2.00251
H 5.53518 3.66249 2.71628
H 1.90611 -1.46956 1.45487
H 2.82130 -3.16298 2.96873
H 5.27226 -3.43034 3.19377
H 6.79053 -1.98570 1.88239
H 5.86925 -0.27404 0.37697
H 4.22470 -1.92115 -1.36725
H 5.25659 -2.46184 -3.50983
H 5.60367 -0.69911 -5.21503
H 4.88060 1.61911 -4.72830
H 3.84873 2.16591 -2.58990
N 0.16733 2.82120 0.65559
C 0.67491 4.04048 1.10826
C 1.46621 4.07427 2.25231
C 2.13950 5.22913 2.59928
C 2.03635 6.36792 1.82351
C 1.19280 6.35841 0.72889
C 0.51489 5.20675 0.36845
S 3.10432 7.77244 2.14415
O 3.30200 7.79249 3.59040
O 4.32551 7.44748 1.40105
O 2.39711 8.93311 1.61123
H -0.72678 2.86420 0.16382
H 0.02038 2.15463 1.40824
H 1.58239 3.17374 2.84330
H 2.77660 5.25320 3.46651
H 1.09197 7.26173 0.15164
H -0.11878 5.19646 -0.51077
*
```

* E_HOMO: -1.553 eV
* molar mass: 1029.4 u
* energy relative to the best compared isomer or geometry (same formula, charge and spin): 0.1932 eV
* HOMO-LUMO gap: 4.92 eV

---

[2]
Below is C55H50I2KN4O4P2S as an isolated structure, with properties calculated with wB97M-V/def2-TZVPD.

```
! wB97M-V def2-TZVPD RIJCOSX def2/J DEFGRID3
* xyz -1 1
K -0.33340 -1.14222 0.31801
I -4.25414 -3.03982 -6.11846
C -2.78139 -2.58326 -4.71888
C -2.19190 -3.59263 -3.97381
C -1.21547 -3.27975 -3.05638
I -0.30412 -4.77369 -1.92782
C -0.77194 -1.94753 -2.80794
O 0.10037 -1.66799 -1.92958
C -1.40112 -0.94227 -3.61174
C -0.99269 0.48962 -3.41884
N -1.78071 1.13238 -2.37046
C -1.37850 2.50836 -2.08856
C -2.04158 2.96597 -0.80055
C -2.73348 4.16421 -0.69431
C -3.34504 4.48559 0.50692
C -3.24902 3.59997 1.56610
C -2.52503 2.42840 1.38101
N -1.92744 2.12815 0.23521
C -2.37665 -1.26751 -4.52985
H -2.50098 -4.62109 -4.11041
H -1.16972 1.04157 -4.34850
H 0.08493 0.53190 -3.19418
H -1.64432 0.66933 -1.47610
H -1.67374 3.15971 -2.91689
H -0.28218 2.60686 -1.97340
H -2.79835 4.82290 -1.55094
H -3.89759 5.41133 0.60997
H -3.71929 3.79659 2.51962
H -2.41325 1.69514 2.17274
H -2.83513 -0.47316 -5.10790
C 6.01120 -1.24229 3.17430
S 7.12678 -0.23516 2.18035
C 6.25317 1.35612 2.14839
C 5.32902 1.57209 0.95734
C 4.14542 0.61059 1.01730
N 3.11245 0.77707 -0.01384
P 1.82367 1.90708 0.13157
C 1.66267 2.22895 1.92440
C 2.52218 3.03069 2.68358
C 2.29085 3.23721 4.02951
C 1.18900 2.64672 4.64339
C 0.33288 1.85112 3.90811
C 0.57138 1.64553 2.55462
C 2.52682 3.51146 -0.42142
C 3.59419 3.57247 -1.31343
C 4.00142 4.78435 -1.85152
C 3.33784 5.95413 -1.51905
C 2.26572 5.90445 -0.64020
C 1.86240 4.69531 -0.09886
P 2.97644 -0.28114 -1.37104
C 4.66880 -0.19768 -2.09799
C 4.79132 0.57460 -3.25303
C 6.03034 0.79692 -3.83758
C 7.16599 0.23720 -3.27675
C 7.05802 -0.55297 -2.14114
C 5.82039 -0.77359 -1.56286
C 3.06515 -1.92565 -0.56408
C 3.59135 -3.02355 -1.23833
C 3.62167 -4.27307 -0.64130
C 3.12699 -4.44512 0.64280
C 2.59122 -3.36051 1.31778
C 2.55644 -2.11301 0.71547
H 6.52925 -2.17915 3.37677
H 5.07009 -1.47733 2.67439
H 5.80032 -0.75499 4.12694
H 7.01483 2.13578 2.20137
H 5.68419 1.42388 3.08069
H 5.87400 1.42394 0.02497
H 4.99523 2.60842 0.95547
H 3.67233 0.67174 2.00276
H 4.52883 -0.40878 0.94205
H 3.36175 3.51710 2.20640
H 2.96349 3.86302 4.60392
H 1.00820 2.81128 5.69882
H -0.51316 1.35331 4.36409
H -0.10323 1.00091 2.00917
H 4.12292 2.66804 -1.58008
H 4.84173 4.80833 -2.53494
H 3.64915 6.89905 -1.94587
H 1.73779 6.81196 -0.37333
H 1.02383 4.67130 0.58612
H 3.89973 1.00658 -3.69338
H 6.10196 1.40033 -4.73393
H 8.13515 0.40950 -3.72782
H 7.94286 -0.99163 -1.69818
H 5.75337 -1.39210 -0.68075
H 3.97557 -2.91103 -2.24434
H 4.02556 -5.11605 -1.18741
H 3.14102 -5.42115 1.10990
H 2.16563 -3.49109 2.30397
H 2.15279 -1.27354 1.27331
N 1.74391 -0.95150 3.63011
C 1.98368 -1.82878 4.33384
C 2.20549 -2.94895 5.20544
C 3.48762 -3.33207 5.58347
C 3.64863 -4.44317 6.39316
C 2.53958 -5.16407 6.81350
C 1.26265 -4.78091 6.42799
C 1.08481 -3.67122 5.61937
H 4.34324 -2.76525 5.23952
H 4.64097 -4.75168 6.69306
H 2.67293 -6.03628 7.44040
H 0.39841 -5.34861 6.74535
H 0.09773 -3.37354 5.29516
O -1.98060 -0.20498 5.04160
C -2.15124 -1.55765 5.11845
C -2.43999 -2.13182 6.35807
C -2.60360 -3.49901 6.48860
C -2.47502 -4.31303 5.37513
C -2.18290 -3.73465 4.15011
C -2.01575 -2.36169 3.98188
C -1.67036 -1.86243 2.56887
O -1.36357 -2.75732 1.75702
O -1.71829 -0.63344 2.36257
H -2.10211 0.14994 5.92284
H -2.52899 -1.48389 7.22531
H -2.83552 -3.91970 7.46001
H -2.60167 -5.38510 5.45374
H -2.05182 -4.33522 3.26093
*
```

* E_HOMO: -4.140 eV
* molar mass: 1218.0 u
* energy relative to the best compared isomer or geometry (same formula, charge and spin): 0.7001 eV
* HOMO-LUMO gap: 6.09 eV